No. 1
DFT (ωB97M-V/def2-TZVPD) results for a cluster of 3 separate species, C36H33ClO5P in total.

## Properties
* LUMO energy: -3.215 eV
* electronic energy: -69911.402 eV
* net charge: +1
* Kohn-Sham gap: 8.37 eV
* E_HOMO: -11.5885 eV

Geometry (Å):
C1 -1.12474 -1.05824 3.29744
C2 -2.63281 -0.87413 3.35592
C3 -3.26836 -2.11144 3.98075
C4 -3.20816 -0.69498 1.95381
C5 -2.70790 0.58286 1.24121
P1 -1.54357 0.35827 -0.11766
C6 -0.44394 1.78593 -0.14937
C7 -0.47938 -1.09523 -0.01697
C8 -1.12455 -2.37918 -0.49740
O1 -1.68513 -3.19845 0.19603
Cl1 -1.03974 -2.54900 -2.26155
H1 -0.92372 -1.92790 2.67517
H2 -0.66264 -1.22123 4.25966
H3 -0.65990 -0.20720 2.80130
H4 -2.85932 0.01179 3.94385
H5 -3.02851 -2.96778 3.35832
H6 -2.83248 -2.30315 4.95472
H7 -4.33888 -2.01313 4.10349
H8 -3.04948 -1.59415 1.36891
H9 -4.28215 -0.59142 2.06514
H10 -2.29249 1.29742 1.94258
H11 -3.56284 1.07826 0.78768
H12 -2.22405 0.36682 -1.33623
H13 -1.04567 2.68349 -0.22506
H14 0.27022 1.69417 -0.95534
H15 0.06171 1.79602 0.81108
H16 -0.09946 -1.25106 0.98458
H17 0.36510 -0.88393 -0.66564
C9 0.86130 2.16001 -5.35153
C10 0.29884 1.91900 -4.10133
C11 -0.81301 2.63551 -3.69555
C12 -1.36634 3.59547 -4.52684
C13 -0.79677 3.84723 -5.77193
C14 0.31489 3.12205 -6.18392
C15 -1.36112 4.90067 -6.66818
O2 -0.87168 5.11188 -7.75413
C16 -2.53525 5.67636 -6.17874
C17 -3.05067 6.69005 -6.97411
C18 -4.14825 7.41553 -6.54305
C19 -4.74043 7.12846 -5.31802
C20 -4.23010 6.12106 -4.51810
C21 -3.12394 5.39496 -4.94086
C22 -2.57444 4.33342 -4.06083
O3 -3.08132 4.06391 -2.98779
H18 1.72655 1.59748 -5.67426
H19 0.73331 1.16810 -3.45177
H20 -1.26983 2.45821 -2.73163
H21 0.74616 3.31798 -7.15524
H22 -2.58895 6.90593 -7.92692
H23 -4.54593 8.20717 -7.16293
H24 -5.60067 7.69415 -4.98763
H25 -4.68394 5.89466 -3.56406
C23 5.99451 -1.85547 6.03854
C24 6.95142 -2.79584 5.67244
C25 6.64814 -3.77024 4.73704
C26 5.38254 -3.81411 4.16868
C27 4.41573 -2.87767 4.54681
C28 4.72996 -1.89553 5.47777
C29 3.04390 -2.92294 3.97613
O4 2.20379 -2.09917 4.28470
C30 2.72308 -4.00967 3.00770
C31 1.43307 -4.10661 2.50307
C32 1.11465 -5.09992 1.59325
C33 2.09037 -6.00089 1.17701
C34 3.37689 -5.91241 1.67997
C35 3.69602 -4.92242 2.60110
C36 5.08154 -4.86108 3.15267
O5 5.93005 -5.64115 2.78293
H26 6.23676 -1.09277 6.76588
H27 7.93593 -2.76719 6.11871
H28 7.38821 -4.50116 4.44427
H29 3.98012 -1.17122 5.76175
H30 0.68088 -3.40685 2.83881
H31 0.10504 -5.17959 1.21049
H32 1.84271 -6.77686 0.46563
H33 4.13910 -6.61193 1.36763

---

No. 2
DFT (ωB97M-V/def2-TZVPD) results for a structure of composition C38H38CrN4O5S2.

## Properties
* LUMO energy (spin up / spin down): 3.468 / 3.457 eV
* electronic energy: -106315.494 eV
* net charge: -2
* energy above the lowest of the compared OMol25 structures with the same formula, charge and spin: 31.96 kcal per mole
* multiplicity: 5
* Kohn-Sham gap (spin up / spin down): 5.35 / 5.46 eV
* E_HOMO (spin up / spin down): -1.8791 / -2.0076 eV

Geometry (Å):
Cr1 -1.03104 -0.63001 -1.09034
O1 6.94068 0.20879 0.17433
C1 5.89492 0.10368 -0.46264
O2 5.57404 -0.00422 -1.66017
C2 4.72150 -0.13452 0.45332
C3 4.83377 0.35216 1.76188
C4 3.73217 0.12946 2.65118
N1 2.58021 -0.46002 2.32872
C5 2.48446 -0.91752 1.01805
C6 3.50165 -0.68519 0.07574
C7 1.16317 -1.59532 0.73267
O3 0.60063 -2.29790 1.59505
O4 0.71858 -1.35200 -0.47608
H1 5.78613 0.81424 1.99700
H2 3.73527 0.48363 3.67993
H3 3.21366 -0.86692 -0.97960
C8 -0.59811 -4.29800 -0.99494
C9 -1.72603 -3.69963 -0.21110
C10 -2.42357 -4.67217 0.57797
C11 -3.41447 -4.20895 1.42387
C12 -3.80909 -2.84934 1.35537
C13 -4.84361 -2.41267 2.17698
C14 -5.37726 -1.10654 1.96835
C15 -4.95785 -0.36818 0.87923
C16 -3.82929 -0.76616 0.05421
S1 -3.28325 0.22422 -1.20958
C17 -3.21008 -2.03271 0.36763
N2 -2.03904 -2.42967 -0.27782
H4 -0.61792 -5.38927 -0.85082
H5 0.34382 -3.88450 -0.62157
H6 -0.66637 -4.07076 -2.10722
H7 -2.18659 -5.71162 0.52743
H8 -3.96731 -4.94422 2.04622
H9 -5.14722 -3.07337 2.96123
H10 -6.20574 -0.83296 2.62572
H11 -5.50426 0.51368 0.58732
N3 -1.20576 -1.15482 3.49737
C18 -0.32298 -0.56935 4.31401
C19 0.53935 -1.44532 5.01315
C20 1.20751 -1.04504 6.15960
C21 1.18296 0.30449 6.48237
C22 0.51427 1.19398 5.65789
C23 -0.30867 0.81431 4.62533
H12 -2.06853 -0.66404 3.25479
H13 -0.86577 -1.98127 3.01050
H14 0.57014 -2.48118 4.70762
H15 1.74201 -1.76990 6.72659
H16 1.73472 0.68422 7.39092
H17 0.73391 2.24592 5.87570
H18 -0.84279 1.53179 4.06435
C24 2.58886 0.39177 -3.47586
C25 2.37531 1.93027 -3.44990
C26 3.42919 2.66433 -2.51640
C27 1.01551 2.54367 -3.15488
C28 0.46863 3.36369 -4.12625
C29 -0.49366 4.29338 -3.79945
C30 -1.03595 4.28653 -2.52006
C31 -0.68806 3.28354 -1.64501
C32 -1.13241 3.50409 -0.22347
C33 -0.84906 2.47502 0.83762
C34 -2.66629 3.83150 -0.14154
C35 0.18704 2.16731 -2.06148
O5 0.08810 0.94863 -1.58144
H19 3.69408 0.23803 -3.34743
H20 2.19529 0.02861 -4.41891
H21 2.05317 -0.10478 -2.67914
H22 2.54275 2.32617 -4.45078
H23 3.29521 2.41669 -1.47397
H24 3.33289 3.71945 -2.68276
H25 4.44631 2.40751 -2.68703
H26 0.82599 3.28531 -5.17026
H27 -0.76809 5.13117 -4.43012
H28 -1.73658 5.10724 -2.13849
H29 -0.62280 4.44361 0.05368
H30 -1.37706 1.52382 0.60853
H31 -1.26632 2.81929 1.79855
H32 0.22747 2.18952 0.93622
H33 -3.13479 3.48162 0.78996
H34 -3.18113 3.31189 -1.01605
H35 -2.78233 4.92395 -0.27159
S2 -1.52518 -2.04872 -5.67713
C36 -0.05807 -2.76675 -5.04480
C37 0.19494 -2.22195 -3.82911
N4 -0.78193 -1.39099 -3.36235
C38 -1.63785 -1.15907 -4.30520
H36 0.57882 -3.32598 -5.68365
H37 1.08796 -2.34641 -3.28390
H38 -2.48694 -0.47224 -4.23384

---

No. 3
DFT (ωB97M-V/def2-TZVPD) results for a structure of composition C26H36BeN7O2PS.

## Properties
* LUMO energy: 4.305 eV
* electronic energy: -62603.139 eV
* net charge: -2
* energy above the lowest of the compared OMol25 structures with the same formula, charge and spin: 0.00 kcal per mole
* Kohn-Sham gap: 4.15 eV
* E_HOMO: 0.1518 eV

Geometry (Å):
Be1 -0.93907 0.19598 0.34331
N1 0.52121 0.07480 4.92850
C1 0.51182 0.76432 3.70078
S1 0.64969 2.48704 3.78223
N2 0.43553 -0.03535 2.68133
N3 0.38784 0.53090 1.41372
C2 1.43548 1.13316 0.99738
C3 1.54084 1.73204 -0.31916
C4 2.73626 2.33457 -0.70303
C5 2.88577 2.94168 -1.93923
C6 1.79246 2.95546 -2.80799
C7 0.59581 2.36713 -2.45426
C8 0.42876 1.72850 -1.20254
O1 -0.69787 1.17260 -0.90103
H1 0.19242 0.67516 5.66847
H2 0.00471 -0.79272 4.85728
H3 2.29067 1.20358 1.66598
H4 3.56287 2.32060 0.00058
H5 3.82408 3.40362 -2.22054
H6 1.88460 3.43179 -3.77947
H7 -0.25605 2.37006 -3.12480
N4 -2.16565 -0.71854 0.42761
C9 -2.44309 -1.91939 0.85685
C10 -1.48007 -2.83059 1.45790
C11 -1.77036 -4.14725 1.73667
C12 -3.03467 -4.70665 1.49078
C13 -4.01814 -3.84484 0.99030
C14 -3.75693 -2.51999 0.70684
H8 -0.49082 -2.43075 1.65545
H9 -0.98714 -4.77504 2.16133
H10 -3.25006 -5.74521 1.71561
H11 -5.02241 -4.22934 0.81436
H12 -4.53921 -1.87964 0.30701
O2 1.04952 -1.42226 -0.87288
P1 0.74381 -2.22487 -2.06983
N5 1.36301 -3.76137 -1.86989
C15 1.42107 -4.76237 -2.92836
C16 1.44549 -6.10001 -2.17858
C17 2.04074 -5.72962 -0.81862
C18 1.39210 -4.37922 -0.53685
N6 -0.80466 -2.47362 -2.58859
C19 -1.64082 -3.56478 -2.06039
C20 -2.99149 -3.37828 -2.77734
C21 -2.92568 -1.98177 -3.43115
C22 -1.70714 -1.32577 -2.78926
N7 1.44180 -1.56317 -3.42047
C23 2.57809 -0.64234 -3.30834
C24 2.66914 -0.03314 -4.70408
C25 2.20081 -1.17837 -5.60298
C26 1.04213 -1.77661 -4.80592
H13 2.32699 -4.63082 -3.53523
H14 0.56206 -4.69593 -3.60473
H15 2.00490 -6.87035 -2.71261
H16 0.42308 -6.45889 -2.03681
H17 3.12542 -5.61306 -0.90147
H18 1.82855 -6.46542 -0.04246
H19 1.95310 -3.75196 0.15365
H20 0.38680 -4.50690 -0.12054
H21 -1.77876 -3.48357 -0.98074
H22 -1.18658 -4.53312 -2.27875
H23 -3.79486 -3.44101 -2.04423
H24 -3.15061 -4.15529 -3.52914
H25 -3.82756 -1.39701 -3.24681
H26 -2.78930 -2.07084 -4.51360
H27 -1.97571 -0.88062 -1.82409
H28 -1.22990 -0.56579 -3.41205
H29 3.50183 -1.18215 -3.05896
H30 2.40023 0.09669 -2.53019
H31 3.67164 0.32643 -4.93933
H32 1.97851 0.81198 -4.77320
H33 3.00081 -1.91840 -5.70440
H34 1.89939 -0.86290 -6.60356
H35 0.88316 -2.83344 -5.03078
H36 0.10541 -1.25330 -5.03349